[1]
The following is a quantum chemistry calculation of a structure of composition C3H5N2O4, from OMol25.

```
! RIJCOSX wB97M-V def2-TZVPD def2/J DEFGRID3
* xyz -1 1
C 0.98 1.41 0.04
C -1.20 0.00 -1.09
C -0.04 -0.09 -0.11
N -0.64 -0.10 1.68
N 0.80 -1.22 -0.19
O 1.10 1.71 1.19
O 0.92 -1.69 -1.35
O 1.22 1.78 -1.07
O 1.54 -1.48 0.76
H -1.84 -0.90 -1.10
H -0.72 0.22 -2.09
H -1.63 0.85 -0.73
H -0.54 -0.98 2.07
H 0.05 0.48 2.00
*
```

* ΔE to the lowest compared entry with this formula, charge and spin: 99.8 kcal per mole
* Kohn-Sham gap: 8.65 eV
* electronic energy: -527.703031 Ha
* E_HOMO: -0.1757 Ha
* lowest unoccupied orbital energy: 3.864 eV

***

[2]
The following is a quantum chemistry calculation of the ion C3H5N2O4 with charge +1, from OMol25.

```
! RIJCOSX wB97M-V def2-TZVPD def2/J DEFGRID3
* xyz 1 1
C 1.21 0.90 -0.01
C -0.83 -0.09 -0.56
C 0.26 -0.12 0.62
N 0.71 1.38 -1.13
N 2.48 1.27 0.55
O 2.61 0.79 1.65
O 3.22 1.99 -0.04
O -0.43 0.87 -1.53
O 0.92 -1.38 0.54
H -0.87 -1.08 -1.00
H -1.83 0.20 -0.32
H 0.07 0.02 1.76
H 1.15 2.06 -1.74
H 1.00 -2.04 1.26
*
```

* ΔE to the lowest compared entry with this formula, charge and spin: 18.0 kcal per mole
* Kohn-Sham gap: 9.18 eV
* electronic energy: -527.286207 Ha
* E_HOMO: -0.5879 Ha
* lowest unoccupied orbital energy: -6.818 eV